DFT (ωB97M-V with the def2-TZVPD basis set) results for a molecular structure, C19H21FHoNO2Se2Te2.

Cartesian coordinates (Å):
Ho (-2.1721, 1.2607, 0.7645)
Se (-4.5197, 0.3888, -1.4972)
Te (-5.0268, 1.9867, 0.4512)
Te (-5.4684, -0.0073, 2.2936)
Se (-2.8684, -0.2744, 2.9144)
C (1.8790, 0.6929, 3.6555)
C (1.4851, 0.6439, 2.1824)
C (2.6986, 0.8705, 1.3304)
C (0.9523, -0.6597, 1.6704)
C (1.0112, -1.7481, 2.5380)
C (0.4255, -3.0032, 2.2939)
C (0.0342, -3.2213, 1.0026)
C (-0.1091, -2.1831, 0.0823)
C (-0.9373, -2.5819, -1.1227)
C (-0.3986, -2.0442, -2.4809)
C (-2.4200, -2.3552, -0.7190)
C (0.2808, -0.8489, 0.3417)
N (-0.1318, 0.1783, -0.4942)
C (0.6773, 0.8785, -1.3216)
C (2.0332, 0.8390, -1.6354)
C (2.7748, 1.8642, -2.3055)
C (2.1352, 2.9440, -2.8743)
C (0.7407, 3.0133, -2.7073)
C (0.0999, 2.0329, -2.0019)
F (-1.2517, 2.0726, -1.9112)
H (1.8482, 1.7955, 3.8578)
H (2.9361, 0.5382, 3.7933)
H (1.2632, 0.0653, 4.2705)
H (0.7475, 1.4663, 2.0854)
H (3.2053, -0.0974, 1.3111)
H (3.3272, 1.6312, 1.7196)
H (2.4271, 1.2284, 0.3503)
H (1.4869, -1.6321, 3.5249)
H (0.2926, -3.8421, 2.9380)
H (-0.3408, -4.2175, 0.7687)
H (-0.9155, -3.6465, -1.2526)
H (-0.6900, -1.0097, -2.8347)
H (-0.6159, -2.7790, -3.3350)
H (0.6923, -2.0575, -2.3987)
H (-2.5729, -1.3107, -0.4122)
H (-2.5713, -3.0033, 0.1601)
H (-3.0974, -2.5926, -1.5468)
H (2.6263, 0.0058, -1.2838)
H (3.8739, 1.7642, -2.4079)
H (2.6033, 3.7125, -3.4778)
H (0.0727, 3.7307, -3.1937)
O (-3.3664, 3.4644, -2.8207)
C (-3.6618, 3.2294, -1.6684)
O (-1.4944, 2.8176, 1.4033)

Output
2S+1: 5
frontier orbital gap (alpha / beta): 5.63 / 5.65 eV
expectation value of S²: 6.005
highest occupied orbital energy (alpha / beta): -0.0538 / -0.0545 Eh
net charge: -2